(1)
A structure of composition C13H6Cl5MnS at a distorted geometry. Source: the Open Molecules 2025 dataset; level of theory: the ωB97M-V functional and the def2-TZVPD basis.

The spin multiplicity is 6. Its frontier orbital gap (alpha / beta) is 6.736 / 6.915 eV. As for the total charge: +1. The value obtained for the total energy is -118338.376 eV. The HOMO energy (alpha / beta) comes out at -10.8 / -11.4 eV.

Geometry (Å):
Mn (0.39, 0.92, 0.88)
C (-1.59, 1.11, 2.46)
C (-2.16, 1.50, 1.24)
C (-1.68, 2.61, 0.57)
C (-0.61, 3.33, 1.09)
C (-0.02, 2.95, 2.30)
C (-0.53, 1.84, 2.99)
H (-1.99, 0.26, 3.00)
H (-2.99, 0.93, 0.83)
H (-2.12, 2.91, -0.37)
H (-0.23, 4.20, 0.56)
H (0.78, 3.53, 2.72)
H (-0.12, 1.57, 3.96)
Cl (0.00, -0.66, -4.07)
C (0.58, -1.62, -2.76)
C (0.72, -1.05, -1.50)
C (1.15, -1.90, -0.49)
Cl (1.37, -1.25, 1.18)
C (1.47, -3.23, -0.66)
Cl (2.01, -4.20, 0.65)
C (1.30, -3.77, -1.93)
Cl (1.63, -5.43, -2.19)
C (0.84, -2.97, -2.98)
Cl (0.62, -3.66, -4.53)
S (0.74, 1.73, -1.84)
C (0.43, 0.34, -1.08)

Need the Mulliken charges? In units of e they are: atom 1 (Mn): 0.213, atom 2 (C): -0.424, atom 3 (C): -0.209, atom 4 (C): -0.493, atom 5 (C): -0.253, atom 6 (C): -0.413, atom 7 (C): -0.452, atom 8 (H): 0.426, atom 9 (H): 0.439, atom 10 (H): 0.404, atom 11 (H): 0.401, atom 12 (H): 0.441, atom 13 (H): 0.453, atom 14 (Cl): -0.169, atom 15 (C): 0.706, atom 16 (C): 0.376, atom 17 (C): 1.122, atom 18 (Cl): -0.311, atom 19 (C): -0.521, atom 20 (Cl): -0.151, atom 21 (C): 0.576, atom 22 (Cl): -0.138, atom 23 (C): -0.173, atom 24 (Cl): -0.141, atom 25 (S): -0.152, atom 26 (C): -0.557

=====

(2)
The molecule C13H7Br2NO3 at a distorted geometry. Source: the Open Molecules 2025 dataset; level of theory: the ωB97M-V functional and the def2-TZVPD basis.

The spin multiplicity is 1. Its frontier orbital gap is 7.987 eV. As for the total charge: 0. The value obtained for the total energy is -161308.737 eV. The HOMO energy comes out at -8.8 eV.

Geometry (Å):
O (-1.30, 5.26, 0.72)
O (-2.51, 4.58, -0.99)
Br (3.69, -3.15, 1.65)
Br (-0.69, -3.65, -2.37)
O (1.88, -4.50, -0.64)
C (0.48, 1.51, 1.16)
C (1.48, -1.32, 1.09)
C (-0.04, 2.87, 0.95)
C (-1.63, 1.91, -0.62)
C (1.98, -2.61, 0.80)
C (0.19, -2.82, -0.91)
C (1.37, -3.30, -0.26)
C (-0.12, 0.49, 0.48)
C (0.38, -0.85, 0.44)
C (-1.14, 3.08, 0.04)
C (-1.12, 0.64, -0.43)
C (-0.31, -1.54, -0.54)
N (-1.67, 4.42, -0.10)
C (-1.37, -0.70, -1.14)
H (2.50, -4.84, 0.00)
H (1.39, 1.34, 1.75)
H (2.10, -0.75, 1.80)
H (0.48, 3.58, 1.48)
H (-2.46, 1.94, -1.31)
H (-2.30, -1.09, -0.84)
H (-1.24, -0.51, -2.22)

Need the Mulliken charges? In units of e they are: atom 1 (O): -0.568, atom 2 (O): -0.581, atom 3 (Br): -0.216, atom 4 (Br): -0.142, atom 5 (O): -0.517, atom 6 (C): -0.702, atom 7 (C): -0.568, atom 8 (C): -0.579, atom 9 (C): -0.201, atom 10 (C): -0.651, atom 11 (C): -0.362, atom 12 (C): 1.405, atom 13 (C): 0.911, atom 14 (C): 0.284, atom 15 (C): -0.259, atom 16 (C): -0.104, atom 17 (C): 0.072, atom 18 (N): 0.918, atom 19 (C): -0.753, atom 20 (H): 0.257, atom 21 (H): 0.286, atom 22 (H): 0.344, atom 23 (H): 0.541, atom 24 (H): 0.461, atom 25 (H): 0.316, atom 26 (H): 0.406

=====

(3)
A structure of composition C13H7Cl2GaInN3O3 at a distorted geometry. Source: the Open Molecules 2025 dataset; level of theory: the ωB97M-V functional and the def2-TZVPD basis.

The spin multiplicity is 1. Its frontier orbital gap (alpha / beta) is 2.679 / 3.586 eV. As for the total charge: +4. The value obtained for the total energy is -106751.438 eV. The HOMO energy (alpha / beta) comes out at -18.9 / -19.0 eV.

Geometry (Å):
In (-0.15, 0.90, -9.76)
Ga (-0.13, -0.12, -2.39)
Cl (-0.85, 2.99, -9.14)
Cl (1.76, -1.25, -2.61)
C (-0.93, -1.38, -1.10)
C (-0.69, 1.33, -11.94)
C (0.34, -1.06, -10.68)
O (-1.32, -2.18, -0.33)
O (-1.00, 1.61, -13.00)
O (0.60, -2.11, -11.11)
N (-0.57, 1.12, 8.73)
C (-0.51, 0.89, 7.57)
C (-0.39, 0.59, 6.17)
C (-1.34, 1.03, 5.23)
C (-1.15, 0.81, 3.86)
C (0.00, 0.14, 3.41)
C (0.91, -0.37, 4.37)
C (0.72, -0.14, 5.73)
N (0.30, -0.08, 2.05)
C (1.18, -1.09, 1.67)
C (1.26, -1.09, 0.33)
N (0.42, -0.08, -0.15)
C (-0.13, 0.55, 0.91)
H (-2.21, 1.57, 5.59)
H (-1.88, 1.16, 3.14)
H (1.80, -0.92, 4.09)
H (1.46, -0.50, 6.45)
H (1.58, -1.85, 2.31)
H (1.77, -1.84, -0.26)
H (-0.86, 1.34, 0.85)

Need the Mulliken charges? In units of e they are: atom 1 (In): 1.258, atom 2 (Ga): 0.418, atom 3 (Cl): -0.063, atom 4 (Cl): -0.249, atom 5 (C): 0.639, atom 6 (C): 0.237, atom 7 (C): 0.475, atom 8 (O): -0.224, atom 9 (O): 0.055, atom 10 (O): 0.037, atom 11 (N): 0.223, atom 12 (C): -0.008, atom 13 (C): 0.537, atom 14 (C): -0.796, atom 15 (C): -0.519, atom 16 (C): 1.537, atom 17 (C): -0.449, atom 18 (C): -0.918, atom 19 (N): 0.274, atom 20 (C): -0.469, atom 21 (C): -0.362, atom 22 (N): -0.300, atom 23 (C): -0.132, atom 24 (H): 0.468, atom 25 (H): 0.349, atom 26 (H): 0.304, atom 27 (H): 0.448, atom 28 (H): 0.396, atom 29 (H): 0.441, atom 30 (H): 0.390

=====

(4)
A structure of composition C13H8AsNO11PtS at a distorted geometry. Source: the Open Molecules 2025 dataset; level of theory: the ωB97M-V functional and the def2-TZVPD basis.

The spin multiplicity is 1. Its frontier orbital gap is 6.867 eV. As for the total charge: -2. The value obtained for the total energy is -112547.632 eV. The HOMO energy comes out at -2.9 eV.

Geometry (Å):
Pt (0.52, 0.78, 1.11)
O (2.40, -4.49, 3.18)
C (1.98, -3.29, 2.68)
C (2.18, -2.95, 1.35)
C (1.73, -1.72, 0.92)
N (1.12, -0.92, 1.78)
C (0.91, -1.20, 3.06)
C (1.35, -2.41, 3.56)
C (0.22, -0.05, 3.82)
O (0.01, -0.21, 5.01)
O (-0.03, 0.99, 3.11)
C (1.88, -1.11, -0.48)
O (2.45, -1.78, -1.33)
O (1.39, 0.07, -0.61)
H (2.80, -4.99, 2.47)
H (2.68, -3.61, 0.65)
H (1.19, -2.67, 4.60)
O (-1.61, 4.31, -0.25)
As (-0.21, 3.44, -0.84)
O (0.66, 4.46, -1.77)
O (0.57, 2.71, 0.45)
C (-0.88, 1.99, -1.99)
C (-0.30, 2.01, -3.26)
C (-0.55, 1.02, -4.19)
C (-1.40, -0.03, -3.86)
C (-1.99, -0.06, -2.61)
C (-1.75, 0.94, -1.68)
S (-2.67, 0.76, -0.13)
O (-2.28, -0.54, 0.41)
O (-4.06, 0.83, -0.55)
O (-2.24, 1.89, 0.69)
H (-2.11, 3.64, 0.26)
H (0.37, 2.83, -3.49)
H (-0.07, 1.05, -5.16)
H (-1.59, -0.83, -4.57)
H (-2.67, -0.87, -2.34)

Need the Mulliken charges? In units of e they are: atom 1 (Pt): 1.184, atom 2 (O): -0.550, atom 3 (C): 1.211, atom 4 (C): -0.299, atom 5 (C): -0.270, atom 6 (N): 0.102, atom 7 (C): -0.013, atom 8 (C): -0.598, atom 9 (C): 0.478, atom 10 (O): -0.754, atom 11 (O): -0.686, atom 12 (C): 0.268, atom 13 (O): -0.756, atom 14 (O): -0.650, atom 15 (H): 0.277, atom 16 (H): 0.423, atom 17 (H): 0.537, atom 18 (O): -0.670, atom 19 (As): 1.091, atom 20 (O): -0.823, atom 21 (O): -0.796, atom 22 (C): 0.109, atom 23 (C): -0.457, atom 24 (C): -0.532, atom 25 (C): -0.475, atom 26 (C): -0.872, atom 27 (C): 0.419, atom 28 (S): 1.259, atom 29 (O): -0.652, atom 30 (O): -0.771, atom 31 (O): -0.743, atom 32 (H): 0.480, atom 33 (H): 0.484, atom 34 (H): 0.339, atom 35 (H): 0.340, atom 36 (H): 0.366

=====

(5)
A cluster of 11 separate species, C13H8BCl40OP in total at a distorted geometry. Source: the Open Molecules 2025 dataset; level of theory: the ωB97M-V functional and the def2-TZVPD basis.

The spin multiplicity is 1. Its frontier orbital gap is 7.000 eV. As for the total charge: 0. The value obtained for the total energy is -526513.635 eV. The HOMO energy comes out at -7.8 eV.

Geometry (Å):
C (-4.38, 3.27, 2.02)
C (-3.61, 2.44, 2.87)
P (-2.97, 0.87, 2.08)
B (-1.43, 1.42, 1.05)
C (-0.97, 2.94, 0.82)
O (-0.61, 0.40, 0.48)
H (-3.90, 3.87, 1.22)
H (-5.48, 3.30, 2.08)
H (-3.34, 2.68, 3.91)
H (-3.93, 0.40, 1.13)
H (0.09, 3.10, 1.11)
H (-1.58, 3.68, 1.37)
H (-1.03, 3.18, -0.27)
H (-0.71, -0.34, 1.09)
C (1.94, 1.82, -1.87)
Cl (3.45, 1.66, -2.78)
Cl (0.63, 1.06, -2.78)
Cl (2.12, 1.02, -0.30)
Cl (1.58, 3.54, -1.64)
C (4.46, -2.42, -4.01)
Cl (2.93, -1.54, -3.89)
Cl (4.20, -4.11, -3.53)
Cl (5.06, -2.37, -5.67)
Cl (5.65, -1.67, -2.93)
C (7.38, -4.20, -0.07)
Cl (8.06, -2.58, 0.14)
Cl (7.01, -4.90, 1.52)
Cl (5.89, -4.11, -1.03)
Cl (8.55, -5.23, -0.91)
C (1.54, -1.18, -7.68)
Cl (3.14, -0.55, -8.11)
Cl (1.08, -0.59, -6.07)
Cl (0.36, -0.62, -8.87)
Cl (1.58, -2.95, -7.66)
C (7.62, -8.80, -3.42)
Cl (8.39, -9.68, -2.09)
Cl (7.19, -7.17, -2.87)
Cl (8.74, -8.68, -4.79)
Cl (6.15, -9.65, -3.93)
C (-5.91, -0.41, 4.96)
Cl (-6.45, 1.19, 5.50)
Cl (-7.26, -1.55, 5.06)
Cl (-5.33, -0.31, 3.29)
Cl (-4.58, -0.97, 6.00)
C (-2.56, 5.77, 5.26)
Cl (-1.51, 5.29, 3.92)
Cl (-1.58, 6.16, 6.69)
Cl (-3.50, 7.20, 4.79)
Cl (-3.68, 4.45, 5.66)
C (0.74, 2.38, 5.78)
Cl (1.33, 4.02, 6.05)
Cl (0.57, 1.55, 7.34)
Cl (-0.83, 2.42, 4.96)
Cl (1.90, 1.50, 4.77)
C (-0.99, 0.76, -12.46)
Cl (-2.00, 0.15, -11.14)
Cl (0.60, 1.23, -11.84)
Cl (-0.79, -0.50, -13.69)
Cl (-1.77, 2.18, -13.19)
C (-7.44, 0.01, 9.30)
Cl (-5.85, 0.70, 8.98)
Cl (-8.05, 0.64, 10.84)
Cl (-8.57, 0.44, 8.00)
Cl (-7.31, -1.76, 9.40)

Need the Mulliken charges? In units of e they are: atom 1 (C): -0.628, atom 2 (C): 0.284, atom 3 (P): -0.016, atom 4 (B): 0.492, atom 5 (C): -0.450, atom 6 (O): -0.454, atom 7 (H): 0.216, atom 8 (H): 0.230, atom 9 (H): -0.090, atom 10 (H): -0.002, atom 11 (H): 0.272, atom 12 (H): -0.118, atom 13 (H): 0.249, atom 14 (H): 0.224, atom 15 (C): 0.297, atom 16 (Cl): -0.081, atom 17 (Cl): -0.090, atom 18 (Cl): -0.057, atom 19 (Cl): -0.109, atom 20 (C): 0.293, atom 21 (Cl): 0.053, atom 22 (Cl): -0.128, atom 23 (Cl): -0.096, atom 24 (Cl): -0.088, atom 25 (C): 0.322, atom 26 (Cl): -0.111, atom 27 (Cl): -0.106, atom 28 (Cl): -0.015, atom 29 (Cl): -0.087, atom 30 (C): 0.198, atom 31 (Cl): -0.104, atom 32 (Cl): -0.010, atom 33 (Cl): -0.022, atom 34 (Cl): -0.090, atom 35 (C): 0.302, atom 36 (Cl): -0.105, atom 37 (Cl): 0.001, atom 38 (Cl): -0.099, atom 39 (Cl): -0.106, atom 40 (C): 0.279, atom 41 (Cl): -0.077, atom 42 (Cl): -0.090, atom 43 (Cl): -0.151, atom 44 (Cl): -0.084, atom 45 (C): 0.219, atom 46 (Cl): -0.009, atom 47 (Cl): -0.077, atom 48 (Cl): -0.100, atom 49 (Cl): -0.013, atom 50 (C): 0.175, atom 51 (Cl): -0.085, atom 52 (Cl): -0.108, atom 53 (Cl): 0.052, atom 54 (Cl): -0.094, atom 55 (C): 0.364, atom 56 (Cl): -0.101, atom 57 (Cl): -0.084, atom 58 (Cl): -0.091, atom 59 (Cl): -0.095, atom 60 (C): 0.321, atom 61 (Cl): -0.055, atom 62 (Cl): -0.101, atom 63 (Cl): -0.075, atom 64 (Cl): -0.091

=====

(6)
A structure of composition C13H8Cl2F9MnO4S4Sb. Source: the Open Molecules 2025 dataset; level of theory: the ωB97M-V functional and the def2-TZVPD basis.

The spin multiplicity is 4. Its frontier orbital gap (alpha / beta) is 6.048 / 5.952 eV. As for the total charge: -2. The value obtained for the total energy is -152508.573 eV. The HOMO energy (alpha / beta) comes out at -1.9 / -2.3 eV.

Geometry (Å):
Mn (-1.04, 1.47, -1.66)
S (-5.84, -1.09, -0.40)
Sb (-3.57, -1.45, -0.39)
S (-3.28, 1.84, -1.80)
S (-2.64, 0.88, -0.10)
S (-2.70, -2.55, 1.42)
C (-0.23, 1.60, 4.75)
C (0.69, 0.68, 3.99)
C (1.01, -0.58, 4.47)
C (1.82, -1.43, 3.73)
Cl (2.21, -3.03, 4.37)
C (2.30, -1.05, 2.50)
C (2.00, 0.22, 2.01)
C (1.22, 1.08, 2.76)
O (0.91, 2.36, 2.41)
C (1.31, 2.87, 1.14)
C (0.42, 2.35, 0.03)
O (0.70, 1.25, -0.53)
O (-0.60, 2.99, -0.31)
H (-0.51, 1.15, 5.71)
H (-1.14, 1.79, 4.18)
H (0.24, 2.57, 4.94)
H (0.60, -0.92, 5.41)
H (2.89, -1.74, 1.90)
H (2.31, 0.48, 1.01)
H (2.36, 2.63, 0.93)
H (1.18, 3.94, 1.21)
Cl (-0.13, 2.72, -3.25)
F (1.70, -0.06, -3.42)
C (1.09, -1.14, -2.94)
F (1.77, -2.22, -3.40)
F (1.24, -1.14, -1.62)
C (-0.43, -1.16, -3.33)
O (-1.20, -0.33, -2.60)
C (-0.98, -2.62, -3.09)
F (-0.65, -3.04, -1.87)
F (-0.52, -3.53, -3.98)
F (-2.31, -2.65, -3.18)
C (-0.53, -0.85, -4.88)
F (0.40, -1.50, -5.61)
F (-1.73, -1.23, -5.35)
F (-0.39, 0.44, -5.14)

Need the Mulliken charges? In units of e they are: atom 1 (Mn): 0.237, atom 2 (S): -0.651, atom 3 (Sb): 0.621, atom 4 (S): -0.274, atom 5 (S): -0.163, atom 6 (S): -0.662, atom 7 (C): -1.302, atom 8 (C): 0.882, atom 9 (C): -0.750, atom 10 (C): 0.210, atom 11 (Cl): -0.289, atom 12 (C): -0.912, atom 13 (C): -0.493, atom 14 (C): 0.942, atom 15 (O): -0.451, atom 16 (C): -1.113, atom 17 (C): 1.429, atom 18 (O): -0.435, atom 19 (O): -0.567, atom 20 (H): 0.395, atom 21 (H): 0.273, atom 22 (H): 0.286, atom 23 (H): 0.310, atom 24 (H): 0.407, atom 25 (H): 0.218, atom 26 (H): 0.380, atom 27 (H): 0.352, atom 28 (Cl): -0.524, atom 29 (F): -0.275, atom 30 (C): 0.494, atom 31 (F): -0.304, atom 32 (F): -0.183, atom 33 (C): 0.586, atom 34 (O): -0.163, atom 35 (C): 0.409, atom 36 (F): -0.238, atom 37 (F): -0.300, atom 38 (F): -0.215, atom 39 (C): 0.623, atom 40 (F): -0.298, atom 41 (F): -0.283, atom 42 (F): -0.207